Record 1
DFT (wB97M-V/def2-TZVPD) results for a structure of composition C39H35ClN2PbSi2 in a non-equilibrium geometry.

The value obtained for the lowest unoccupied orbital energy (alpha / beta) is -0.48 / -1.22 eV. The calculation puts the HOMO-LUMO gap (alpha / beta) at 6.12 / 3.95 eV.

Structure (XYZ):
```
80
Properties=species:S:1:pos:R:3:mulliken_charge:R:1
C -2.2098 -0.6347 5.0516 -0.424
C -2.9434 -0.1759 3.9225 -0.739
C -2.8329 -1.1613 2.8965 -0.543
H -3.5536 0.7267 3.8786 0.420
C -2.0301 -2.2257 3.3982 -0.471
C -1.6477 -1.8958 4.7291 -0.604
H -1.0906 -2.5371 5.4085 0.446
H -2.1584 -0.1404 6.0206 0.416
H -3.3428 -1.1495 1.9296 0.481
H -1.8173 -3.1598 2.8777 0.460
Pb 0.1182 0.1322 2.8257 1.046
Si 0.5258 -0.1951 -1.1594 -0.888
C -0.5338 1.3508 -0.7708 0.651
C -0.0326 2.4084 -1.5656 -0.824
H 0.9340 2.2941 -2.0519 0.362
C -0.7611 3.5551 -1.8771 -0.512
H -0.3788 4.2628 -2.6182 0.497
C -2.0077 3.7720 -1.2827 -0.570
H -2.5854 4.6658 -1.5458 0.375
C -2.4737 2.8393 -0.3491 -0.629
H -3.4435 3.0433 0.1348 0.394
C -1.7420 1.6566 -0.0714 -0.019
H -2.1788 0.9646 0.6568 0.452
C -0.4987 -1.6706 -0.7484 1.140
C -1.7954 -1.7187 -1.3032 -0.631
H -2.2792 -0.8038 -1.6423 0.401
C -2.4380 -2.9451 -1.5357 -0.687
H -3.3880 -2.9755 -2.0859 0.371
C -1.8593 -4.1416 -1.0924 -0.449
H -2.3467 -5.1015 -1.2957 0.420
C -0.6848 -4.0815 -0.3244 -0.559
H -0.2696 -5.0188 0.0666 0.410
C -0.0531 -2.8519 -0.0894 -0.321
H 0.8481 -2.8202 0.5290 0.396
H 1.6960 -0.2286 -0.2700 -0.172
Si 2.1807 0.3224 -4.5168 0.706
C 1.4465 -1.3144 -5.0004 0.555
C 0.5850 -1.4327 -6.1111 -0.261
H 0.3450 -0.5570 -6.7195 0.364
C 0.0354 -2.6732 -6.4532 -0.598
H -0.6767 -2.7478 -7.2788 0.383
C 0.4032 -3.8187 -5.7354 -0.443
H -0.0422 -4.7842 -5.9817 0.387
C 1.3671 -3.7276 -4.7234 -0.514
H 1.7017 -4.6283 -4.2049 0.387
C 1.9145 -2.4880 -4.3846 -0.517
H 2.7176 -2.4263 -3.6474 0.290
C 1.0875 1.6753 -5.1593 0.240
C -0.2503 1.7099 -4.7453 0.012
H -0.6393 0.9319 -4.0842 0.402
C -1.0921 2.7445 -5.1613 -0.761
H -2.1100 2.7941 -4.7680 0.403
C -0.6265 3.7065 -6.0635 -0.458
H -1.2883 4.5167 -6.3766 0.387
C 0.6787 3.6200 -6.5681 -0.529
H 1.0223 4.3525 -7.3041 0.384
C 1.5293 2.6025 -6.1268 -0.399
H 2.5389 2.5105 -6.5327 0.350
H 3.5039 0.4083 -5.1345 -0.354
Cl 2.9569 0.5922 -2.5675 -0.285
C -0.1599 3.7442 5.7360 -0.846
C 0.8179 3.4913 6.7190 -0.345
C 1.5328 2.2837 6.6803 -0.854
C 1.2764 1.3717 5.6421 0.506
N 0.3731 1.6561 4.6503 -0.007
C -0.3636 2.7988 4.7314 -0.070
C 1.9320 0.0628 5.5625 0.544
C 2.8720 -0.3879 6.5012 -0.805
C 3.4049 -1.6763 6.3766 -0.403
C 2.9582 -2.5098 5.3303 -0.844
C 2.0210 -2.0097 4.4276 -0.047
N 1.5640 -0.7323 4.5081 0.083
H -0.7557 4.6681 5.7444 0.360
H 1.0263 4.2124 7.5131 0.406
H 2.2966 2.0276 7.4267 0.251
H -1.1167 2.9488 3.9499 0.421
H 3.1748 0.2948 7.3044 0.268
H 4.1542 -2.0248 7.0898 0.403
H 3.3293 -3.5300 5.2060 0.392
H 1.6290 -2.6176 3.6029 0.361
```


Record 2
DFT (wB97M-V/def2-TZVPD) results for a structure of composition C43H34Br3Cl3CrN10O3S3.

The value obtained for the lowest unoccupied orbital energy (alpha / beta) is -0.41 / -0.54 eV. The calculation puts the HOMO-LUMO gap (alpha / beta) at 6.33 / 7.36 eV. The spin multiplicity is 5. As for the expectation value of S²: 6.02.

Structure (XYZ):
```
100
Properties=species:S:1:pos:R:3:mulliken_charge:R:1
Cr -1.6537 -0.2905 1.0254 -0.635
Br -0.9083 2.2330 7.2367 -0.170
C -1.0912 1.4786 5.5194 -0.649
C -0.2535 0.4579 5.1143 -1.004
C -0.4204 -0.0439 3.8355 -0.407
N -1.3524 0.4021 2.9961 1.185
C -2.1701 1.3822 3.4063 0.726
C -2.0652 1.9567 4.6627 -0.835
C -3.1789 1.8274 2.4158 0.083
C -4.2256 2.6789 2.7418 -0.473
C -5.1250 3.0186 1.7470 -0.546
Br -6.5651 4.1668 2.1456 -0.154
C -4.9723 2.5191 0.4662 -0.953
C -3.8953 1.6819 0.2327 -0.525
N -3.0209 1.3491 1.1751 1.549
H 0.5162 0.0636 5.7607 0.524
H 0.2191 -0.8310 3.4634 0.312
H -2.7111 2.7634 4.9722 0.523
H -4.3632 3.0458 3.7468 0.554
H -5.6647 2.7648 -0.3247 0.479
H -3.7214 1.2564 -0.7473 0.404
N 2.5617 -1.0704 2.4305 -0.355
C 2.6988 0.2652 2.2175 0.196
N 1.7440 1.0448 1.7940 0.574
C 2.1936 2.3487 1.7214 -0.881
C 3.4775 2.5595 2.1063 -0.293
S 4.2030 1.0682 2.5714 -0.278
C 1.3517 3.3952 1.1239 -0.188
C 1.8600 4.4174 0.3916 -0.360
S 0.5874 5.4263 -0.1794 -0.297
C -0.5456 4.3779 0.6159 0.425
N -0.0260 3.3696 1.2439 -0.074
N -1.8922 4.6124 0.5215 -0.313
H 1.7945 -1.5080 1.9273 -0.070
H 3.4038 -1.6199 2.4761 0.303
H 4.0213 3.4870 2.1494 0.557
H 2.8837 4.5975 0.1138 0.460
H -2.1808 5.5532 0.3130 0.254
H -2.4493 4.1471 1.2208 0.158
Cl 3.4881 -4.2233 -5.2829 -0.227
C 3.0878 -2.6173 -4.7740 0.336
C 1.9032 -2.3835 -4.1002 -1.309
C 1.6177 -1.0972 -3.6772 0.655
C 2.4722 -0.0214 -3.9207 -0.311
C 2.1692 1.3915 -3.4646 -0.301
C 0.7161 1.8375 -3.6097 -1.786
N -0.2454 1.1171 -2.7889 0.585
C -1.2847 0.3566 -3.2774 -0.854
C -1.8878 -0.2109 -2.1980 -1.216
N -1.2517 0.2103 -1.0548 1.870
C -0.2667 0.9963 -1.4437 -1.509
O 2.5869 1.7472 -2.1370 -0.396
C 3.1859 0.8020 -1.2567 1.727
C 4.6545 0.6415 -1.5017 -0.469
C 5.3390 -0.5307 -1.4342 1.173
Cl 4.6841 -2.0791 -1.0761 -0.175
S 7.0241 -0.3430 -1.6960 -0.215
C 6.8317 1.3478 -1.9040 -0.359
C 5.5369 1.7308 -1.7694 -0.901
C 3.6478 -0.3053 -4.6194 0.809
Cl 4.8020 0.9433 -4.9920 -0.192
C 3.9691 -1.5858 -5.0397 -0.857
H 1.2156 -3.1923 -3.8972 0.546
H 0.6927 -0.9450 -3.1445 0.386
H 2.7198 2.0573 -4.1339 0.925
H 0.4130 1.7133 -4.6496 0.389
H 0.6691 2.8999 -3.3658 0.374
H -1.4665 0.2612 -4.3330 0.413
H -2.6879 -0.9299 -2.1575 0.546
H 0.4255 1.4982 -0.7870 0.498
H 2.6850 -0.1658 -1.2741 -0.308
H 3.0343 1.2289 -0.2671 -0.669
H 7.6880 1.9636 -2.1228 0.454
H 5.1931 2.7494 -1.8755 0.338
H 4.8946 -1.7707 -5.5646 0.476
C -4.5290 -4.8175 -0.9662 -0.944
N -4.4876 -3.7351 0.0002 0.218
C -5.3322 -3.6947 1.0673 0.107
C -5.2531 -2.7228 1.9872 -1.302
C -4.2119 -1.7165 1.8466 0.264
O -4.0328 -0.8540 2.7211 -0.546
N -3.4063 -1.7569 0.7409 0.771
C -3.5006 -2.7512 -0.1755 -0.175
O -2.7837 -2.8355 -1.1703 -0.745
H -5.3962 -5.4398 -0.7534 0.317
H -3.6228 -5.4205 -0.9097 0.288
H -4.6011 -4.4182 -1.9758 0.291
H -6.0625 -4.4924 1.1175 0.292
H -5.9115 -2.6848 2.8399 0.461
Br 2.0866 -6.0092 1.1182 -0.244
C 1.0890 -4.3889 1.0921 -0.595
C 0.1501 -4.1432 2.0794 -0.727
C -0.5585 -2.9473 2.0449 0.527
C -0.3699 -1.9603 1.0629 0.443
C 0.5833 -2.2819 0.0882 0.172
C 1.3113 -3.4688 0.0847 0.019
H -0.0232 -4.8738 2.8590 0.486
H -1.2985 -2.7868 2.8270 0.361
H 0.7945 -1.5718 -0.7022 -0.498
H 2.0462 -3.6736 -0.6833 0.509
```


Record 3
DFT (wB97M-V/def2-TZVPD) results for a structure of composition C26H33DyO5 in a non-equilibrium geometry.

The value obtained for the lowest unoccupied orbital energy (alpha / beta) is 0.29 / 0.28 eV. The calculation puts the HOMO-LUMO gap (alpha / beta) at 8.14 / 8.16 eV. The spin multiplicity is 6. As for the expectation value of S²: 9.34.

Structure (XYZ):
```
65
Properties=species:S:1:pos:R:3:mulliken_charge:R:1
O -1.5672 1.3107 -0.8902 -0.179
C -2.8498 0.8835 -1.4385 -0.564
C -2.9587 2.1625 -2.2571 -0.544
H -3.5769 0.7535 -0.6433 0.334
H -2.7531 -0.0492 -1.9843 0.260
C -1.7053 2.6547 -1.5171 1.404
H -3.8540 2.7564 -2.0977 0.091
H -2.8029 2.0209 -3.3232 0.382
C -1.9981 3.6930 -0.4611 -1.627
H -2.7153 3.3142 0.2635 0.404
H -2.4230 4.5811 -0.9285 0.476
H -1.0995 3.9910 0.0713 0.273
C -0.5147 3.0025 -2.3677 -1.559
H -0.3960 2.3061 -3.1925 0.341
H 0.3995 2.9910 -1.7792 0.166
H -0.6400 4.0026 -2.7815 0.505
Dy 0.0000 0.0000 0.0000 0.497
C 1.8628 -1.0597 -0.9777 -0.290
C 0.8621 -2.0365 -0.8023 -0.319
C -0.1961 -1.7231 -1.6846 -1.161
H 0.8872 -2.8677 -0.1192 0.905
C 0.1455 -0.5556 -2.3788 -0.480
C 1.4083 -0.1209 -1.9315 -0.933
H 1.9402 0.7527 -2.2687 0.496
H 2.8086 -1.0335 -0.4675 0.633
H -1.1268 -2.2548 -1.7535 0.462
H -0.4793 -0.0471 -3.0922 0.667
C 1.4584 -0.0302 1.9157 -0.148
C 1.8560 1.0383 1.0778 -1.046
C 0.8051 1.9684 1.0240 -0.319
H 2.7950 1.1255 0.5602 0.537
C -0.2463 1.4733 1.8340 -0.706
C 0.1710 0.2514 2.3924 -0.602
H -0.4322 -0.3958 3.0015 0.519
H 2.0312 -0.9165 2.1309 0.590
H 0.8213 2.8993 0.4856 0.815
H -1.2177 1.9157 1.9625 0.528
O -6.6392 3.0491 -2.2125 -0.368
C -6.3874 4.1732 -3.0635 -0.368
C -7.7474 4.7327 -3.4495 -0.601
H -5.8337 3.8419 -3.9492 0.272
H -5.7652 4.8883 -2.5244 0.280
C -8.6081 3.4754 -3.4521 -0.509
H -7.7329 5.2502 -4.4068 0.338
H -8.1012 5.4326 -2.6919 0.283
C -8.0274 2.7024 -2.2785 -0.468
H -8.4672 2.9218 -4.3810 0.268
H -9.6712 3.6774 -3.3375 0.330
H -8.1136 1.6211 -2.3909 0.269
H -8.5176 2.9860 -1.3404 0.263
O 2.6229 -2.8137 1.1820 -0.200
C 2.1786 -3.5034 2.2378 1.236
C 3.1718 -4.1910 2.9626 -1.049
C 2.8561 -4.9811 4.0509 -0.491
C 1.5359 -5.1066 4.4373 -0.664
C 0.5278 -4.4361 3.7401 -1.004
C 0.7830 -3.5934 2.6156 0.598
C -0.5070 -2.9689 2.0046 0.286
O -1.6231 -3.5578 2.3717 -0.750
O -0.7361 -1.8910 1.2241 -0.510
H 3.5566 -2.7751 0.9247 0.259
H 4.2125 -4.1180 2.6669 0.289
H 3.6393 -5.5024 4.5870 0.374
H 1.2881 -5.7305 5.2866 0.382
H -0.4742 -4.5885 4.1158 0.447
```


Relative energy (zero: lowest compared OMol25 entry of this formula, charge and spin): 0.0; 5.5; 62.7 (kcal/mol)